The following is a quantum chemistry calculation of a structure of composition C42H37BClGaN9O4, from the OMol25 dataset.

Positions of all 95 atoms, in Å:
Ga: 0.311 -0.344 -0.088
C: -0.823 4.159 2.654
C: -1.170 2.812 2.136
C: -2.289 2.052 2.430
C: -2.142 0.859 1.719
N: -0.990 0.911 1.029
N: -0.407 2.098 1.295
B: 0.868 2.529 0.564
N: 0.520 2.408 -0.931
N: 0.067 1.256 -1.474
C: -0.374 1.540 -2.715
C: -0.223 2.908 -2.938
C: 0.355 3.422 -1.792
C: 0.759 4.830 -1.544
C: -0.876 0.595 -3.741
C: -1.813 -0.535 -3.373
C: -2.769 -0.991 -4.372
C: -2.688 -0.566 -5.646
C: -1.790 0.483 -6.016
C: -1.008 1.101 -5.115
N: 2.024 1.611 0.964
N: 1.932 0.258 0.936
C: 3.118 -0.255 1.338
C: 3.952 0.818 1.662
C: 3.236 1.971 1.413
C: 3.722 3.360 1.592
C: 3.510 -1.660 1.420
C: 2.621 -2.708 1.196
C: 3.039 -4.025 1.249
C: 4.365 -4.327 1.510
C: 5.264 -3.298 1.736
C: 4.844 -1.983 1.699
C: -3.074 -0.262 1.747
C: -3.760 -0.562 2.924
C: -4.665 -1.606 2.965
C: -4.918 -2.351 1.826
C: -4.238 -2.066 0.653
C: -3.317 -1.035 0.616
H: -1.566 4.466 3.388
H: 0.160 4.147 3.122
H: -0.806 4.890 1.847
H: -3.117 2.342 3.042
H: 1.130 3.644 0.826
H: -0.521 3.470 -3.798
H: 0.615 5.397 -2.460
H: 0.156 5.280 -0.755
H: 1.806 4.880 -1.249
H: -2.081 -0.663 -2.324
H: -3.544 -1.670 -4.054
H: -3.372 -0.945 -6.389
H: -1.838 0.847 -7.030
H: -0.436 1.968 -5.395
H: 4.951 0.774 2.039
H: 4.743 3.330 1.961
H: 3.708 3.902 0.650
H: 3.111 3.908 2.305
H: 1.590 -2.491 0.958
H: 2.331 -4.819 1.067
H: 4.698 -5.354 1.534
H: 6.301 -3.521 1.937
H: 5.570 -1.208 1.876
H: -3.578 0.028 3.808
H: -5.174 -1.838 3.887
H: -5.646 -3.146 1.853
H: -4.427 -2.656 -0.232
H: -2.784 -0.805 -0.300
O: -0.447 -0.739 -3.633
Cl: 1.254 -1.927 -2.076
O: 1.910 -3.108 -1.603
O: 1.970 -0.741 -1.579
O: -0.056 -1.838 -1.280
N: -2.466 -5.722 4.088
C: -3.064 -6.189 5.223
C: -3.605 -7.420 5.566
C: -4.200 -7.510 6.807
C: -4.260 -6.410 7.676
C: -3.714 -5.189 7.352
C: -3.102 -5.076 6.104
N: -2.524 -4.000 5.505
C: -2.158 -4.402 4.312
C: -1.576 -3.530 3.328
C: -1.615 -3.805 1.960
C: -1.076 -2.895 1.077
N: -0.474 -1.771 1.466
C: -0.429 -1.499 2.774
C: -0.969 -2.332 3.726
H: -2.228 -6.273 3.282
H: -3.588 -8.258 4.884
H: -4.645 -8.445 7.116
H: -4.765 -6.526 8.623
H: -3.763 -4.339 8.013
H: -2.084 -4.698 1.578
H: -1.117 -3.062 0.010
H: 0.061 -0.573 3.054
H: -0.937 -2.092 4.777

Computed properties:
* 2S+1: 1
* HOMO-LUMO gap: 7.7 eV
* charge: +1
* energy relative to the best compared isomer or geometry (same formula, charge and spin): 0.482 eV
* DFT total energy: -131323.687 eV